The following is a DFT calculation (ωB97M-V with the def2-TZVPD basis set) of a molecular structure, C32H38Cl5N3ORbS.

```
81
Properties=species:S:1:pos:R:3:forces:R:3
Rb -0.298212 -0.224643 -0.590714 -0.227 -0.454 0.199
C -2.404222 -1.277781 -2.582865 -0.023 0.020 -0.041
C -1.220487 -1.762820 -3.196658 0.100 -0.049 0.015
C -0.858992 -2.963029 -2.492341 -0.037 0.102 -0.033
C -1.836163 -3.145976 -1.480200 -0.020 0.017 0.068
C -2.781337 -2.110820 -1.524558 -0.058 -0.013 0.014
C -4.024747 -1.995640 -0.665605 0.008 -0.001 -0.014
C -5.104436 -2.959807 -1.181732 -0.007 -0.022 -0.008
C -4.590378 -0.574899 -0.703520 -0.002 0.045 -0.001
C -3.713493 -2.355188 0.791013 0.018 -0.027 0.072
C 0.316056 -3.945243 -2.587347 -0.015 -0.006 -0.028
C 1.579780 -3.382668 -1.909187 -0.029 -0.036 0.012
C -0.019337 -5.233105 -1.819857 0.016 -0.093 0.048
C 0.637607 -4.410060 -4.014031 -0.051 -0.004 -0.003
C -0.662540 -1.036963 -4.432113 -0.048 0.024 0.033
C -1.199851 0.402369 -4.477017 -0.024 0.102 -0.029
C 0.864113 -0.889551 -4.474142 -0.004 0.010 0.071
C -1.155126 -1.707459 -5.727689 0.004 0.038 0.021
H -2.927123 -0.378393 -2.874278 -0.011 -0.059 0.029
H -1.900124 -4.006611 -0.826838 -0.034 0.095 0.005
H -5.356342 -2.722946 -2.217120 0.001 0.007 -0.001
H -6.016406 -2.899434 -0.576725 0.001 0.003 0.001
H -4.738531 -3.988350 -1.156888 0.003 0.002 0.004
H -4.869299 -0.288057 -1.718765 -0.007 -0.017 -0.003
H -3.862074 0.156036 -0.343526 0.013 -0.015 0.004
H -5.483016 -0.501220 -0.074735 -0.001 -0.009 -0.003
H -3.337336 -3.377805 0.871295 0.014 0.012 -0.010
H -4.612693 -2.280736 1.411829 -0.012 -0.002 -0.013
H -2.956586 -1.688592 1.213884 0.008 -0.001 -0.033
H 1.376977 -3.203208 -0.848261 0.069 0.009 -0.109
H 1.909521 -2.443873 -2.343561 0.008 0.150 -0.159
H 2.411874 -4.093575 -1.969622 -0.002 0.004 -0.011
H -0.165218 -5.041218 -0.755130 0.006 -0.070 -0.077
H 0.807834 -5.941842 -1.917885 0.017 -0.021 -0.005
H -0.926216 -5.700660 -2.207591 0.009 0.010 0.012
H 1.001597 -3.615240 -4.653677 -0.009 0.077 -0.061
H -0.257017 -4.827855 -4.481342 -0.001 -0.005 0.018
H 1.408054 -5.188369 -3.990834 -0.011 0.010 0.001
H -0.939741 0.965589 -3.577293 0.008 -0.002 0.007
H -2.284527 0.425331 -4.587080 0.049 0.020 -0.034
H -0.767498 0.925925 -5.334193 -0.005 0.003 -0.008
H 1.231887 -0.356251 -3.593963 -0.017 0.006 0.017
H 1.155279 -0.301529 -5.350279 -0.010 -0.014 0.007
H 1.388172 -1.836128 -4.534137 0.058 -0.086 0.042
H -2.246990 -1.710964 -5.744065 0.007 0.002 0.013
H -0.826133 -2.738888 -5.811827 0.105 -0.157 0.043
H -0.798030 -1.159915 -6.607478 0.000 -0.009 0.007
C 1.038042 2.562987 4.581405 -0.007 -0.043 0.004
N 0.765403 1.143388 4.676249 -0.009 0.029 0.057
C 0.277364 0.468393 5.781224 -0.003 -0.001 -0.046
C 0.169036 -0.828256 5.444401 0.002 0.002 0.049
N 0.585017 -0.942707 4.124727 -0.011 -0.048 0.011
C 0.977860 0.283097 3.642739 -0.111 -0.017 -0.119
S 1.601332 0.675094 2.156154 0.200 0.106 -0.004
C 0.662465 -2.161471 3.396393 0.078 0.050 0.033
C 1.360919 -3.228059 3.943560 -0.042 -0.031 -0.062
C 1.428437 -4.395257 3.200705 0.030 -0.044 0.028
C 0.825361 -4.437494 1.955677 -0.017 0.000 -0.016
C 0.155757 -3.308465 1.505793 -0.019 0.083 0.115
N 0.062200 -2.187138 2.221115 -0.049 -0.044 -0.068
H 0.738218 3.031805 5.516015 -0.001 0.014 -0.007
H 0.481845 2.989742 3.748179 0.003 0.007 -0.003
H 2.099378 2.728380 4.400707 -0.003 0.008 -0.003
H 0.031334 0.977390 6.695281 0.001 -0.010 0.008
H -0.193175 -1.672954 6.001236 -0.006 -0.002 -0.009
H 1.852992 -3.136781 4.901908 -0.013 0.042 0.007
H 1.966921 -5.252033 3.585579 -0.007 -0.003 -0.010
H 0.871624 -5.319424 1.331820 0.013 -0.004 0.010
H -0.328989 -3.288620 0.534103 -0.083 -0.019 0.038
Cl 3.527519 6.658480 -2.018048 -0.002 -0.002 -0.001
C 2.405234 5.406112 -1.605710 -0.017 0.019 0.007
C 2.776415 4.064880 -1.669313 0.004 -0.002 0.003
Cl 4.381071 3.650588 -2.170096 -0.009 0.002 0.004
C 1.877560 3.069056 -1.335864 0.056 -0.085 -0.018
Cl 2.353513 1.397021 -1.409316 0.150 0.167 -0.057
C 0.534446 3.324540 -0.915108 -0.055 0.060 0.050
O -0.276322 2.417612 -0.609415 0.038 0.183 -0.096
C 0.203770 4.720563 -0.868540 0.041 -0.050 0.016
Cl -1.400927 5.103684 -0.355130 -0.015 0.008 0.002
C 1.104812 5.713787 -1.198256 -0.004 0.034 0.001
Cl 0.624314 7.376414 -1.104896 0.004 -0.011 -0.003
```
Forces are in eV/Å.

As for the total energy: -114424.97039 eV. For the gap between HOMO and LUMO, the calculation gives 0.2128 Eh. The value obtained for the energy above the lowest of the compared OMol25 structures with the same formula, charge and spin is 16.3 kcal per mole. Its total charge is -1. The molar mass comes out at 775.5 g/mol. The calculation puts the LUMO energy at 1.9222 eV. As for the largest force on an atom: 0.0106 hartree/bohr.

Per-atom Mulliken charges, elementary charge units:
1. Rb 0.80
2. C -0.93
3. C 0.38
4. C -0.43
5. C -0.38
6. C -0.92
7. C 2.22
8. C -1.84
9. C -1.83
10. C -1.57
11. C 2.96
12. C -1.32
13. C -1.95
14. C -1.91
15. C 2.73
16. C -2.20
17. C -1.41
18. C -1.86
19. H 0.01
20. H 0.75
21. H 0.36
22. H 0.46
23. H 0.31
24. H 0.31
25. H 0.31
26. H 0.42
27. H 0.26
28. H 0.48
29. H 0.20
30. H 0.06
31. H 0.13
32. H 0.47
33. H 0.06
34. H 0.51
35. H 0.37
36. H 0.26
37. H 0.35
38. H 0.46
39. H 0.44
40. H 0.34
41. H 0.48
42. H 0.04
43. H 0.52
44. H 0.14
45. H 0.36
46. H 0.22
47. H 0.48
48. C -0.86
49. N 0.16
50. C -0.50
51. C -0.41
52. N 0.44
53. C -0.33
54. S -0.22
55. C 0.18
56. C -0.62
57. C -0.74
58. C -0.87
59. C -0.28
60. N 0.17
61. H 0.30
62. H 0.34
63. H 0.31
64. H 0.42
65. H 0.47
66. H 0.48
67. H 0.39
68. H 0.48
69. H 0.62
70. Cl -0.23
71. C 0.36
72. C -0.01
73. Cl -0.22
74. C 0.74
75. Cl -0.19
76. C -1.11
77. O -0.56
78. C 0.54
79. Cl -0.23
80. C 0.10
81. Cl -0.22